(1)
Below is the ion C7H9BO13P with charge -1 at a distorted geometry, with properties calculated with ωB97M-V with the def2-TZVPD basis set.

Results
DFT total energy in eV: -43993.296

ORCA input file:
```
! RIJCOSX wB97M-V def2-TZVPD def2/J DEFGRID3
* xyz -1 1
C -1.246 -0.181 4.604
C -1.322 0.466 3.196
C -1.254 -0.686 2.134
O -0.368 -0.402 1.037
P 1.204 -0.596 1.336
O 2.044 0.481 0.641
O 1.602 -2.116 0.834
O 1.535 -0.646 2.950
O 1.831 0.635 3.432
H -1.373 0.572 5.397
H -0.327 -0.758 4.776
H -2.088 -0.900 4.665
H -2.273 1.022 3.140
H -0.521 1.193 2.999
H -1.076 -1.658 2.623
H -2.263 -0.744 1.689
H 2.209 -2.445 1.522
H 2.530 1.025 2.868
B 0.085 0.441 -3.828
O 0.382 -0.341 -5.051
C 0.490 0.508 -6.066
O 0.728 0.199 -7.200
C 0.264 1.914 -5.552
O 0.291 2.919 -6.207
O 0.029 1.861 -4.247
O -1.190 0.015 -3.225
C -0.950 -0.400 -1.986
O -1.797 -0.819 -1.246
C 0.538 -0.260 -1.716
O 1.168 -0.528 -0.719
O 1.120 0.231 -2.802
*
```

These are the Löwdin partial charges, in e, on atoms 1 to 2:
1 C -0.122
2 C -0.217

***

(2)
Below is an isolated molecule of C7H9BO4 at a distorted geometry, with properties calculated with ωB97M-V with the def2-TZVPD basis set.

Results
<S²>: 2.022
ΔE to the lowest compared entry with this formula, charge and spin in eV: 0.0000
DFT total energy in eV: -16269.372

ORCA input file:
```
! RIJCOSX wB97M-V def2-TZVPD def2/J DEFGRID3
* xyz 0 3
B -1.981 -0.986 0.761
C 2.035 2.217 -0.751
C 1.169 2.138 0.314
C 2.218 1.073 -1.565
C 0.381 0.989 0.598
C 1.487 -0.057 -1.314
C 0.565 -0.101 -0.233
C -0.261 -1.207 0.158
O -2.663 -2.126 0.437
O -2.455 0.292 0.231
O 0.293 -2.359 0.130
O -1.469 -1.021 2.140
H 2.572 3.077 -0.876
H 0.656 3.089 0.767
H 2.929 1.262 -2.295
H -0.290 1.002 1.421
H 1.698 -0.986 -1.932
H -3.473 -2.230 -0.117
H -3.166 0.146 -0.396
H 1.281 -2.296 -0.013
H -1.526 -1.916 2.536
*
```

These are the Löwdin partial charges, in e, on atoms 1 to 2:
1 B -0.926
2 C -0.089

***

(3)
Below is a structure of composition C7H9BrF3IrNO8S, with properties calculated with ωB97M-V with the def2-TZVPD basis set.

Results
<S²>: 0.760
ΔE to the lowest compared entry with this formula, charge and spin in eV: 2.5657
DFT total energy in eV: -117142.381

ORCA input file:
```
! RIJCOSX wB97M-V def2-TZVPD def2/J DEFGRID3
* xyz 0 2
Ir 1.150 -0.485 1.242
O -1.023 -0.866 1.100
C -2.117 -0.014 0.776
C -1.916 0.863 -0.454
N -0.995 1.981 -0.270
C 0.066 2.185 -1.224
C 1.271 1.236 -0.986
O 2.383 1.608 -1.198
O 0.859 0.028 -0.627
C -1.051 2.726 0.884
C -0.142 2.037 2.172
O -0.635 2.263 3.234
O 0.919 1.492 1.773
H -0.987 -1.610 0.437
H -2.344 0.570 1.668
H -2.979 -0.652 0.575
H -2.890 1.282 -0.731
H -1.550 0.256 -1.279
H 0.426 3.209 -1.172
H -0.315 1.981 -2.227
H -2.047 2.788 1.310
H -0.573 3.698 0.778
Br 3.463 -0.336 1.707
F 2.831 -4.224 -1.531
C 1.919 -3.268 -1.655
F 2.532 -2.097 -1.756
F 1.211 -3.485 -2.763
S 0.777 -3.320 -0.185
O 0.740 -4.684 0.211
O -0.459 -2.701 -0.639
O 1.475 -2.461 0.831
*
```

These are the Löwdin partial charges, in e, on atoms 1 to 2:
1 Ir 1.131
2 O -0.191

***

(4)
Below is a cluster of 2 separate species, C7H9BrFNO3S in total at a distorted geometry, with properties calculated with ωB97M-V with the def2-TZVPD basis set.

Results
ΔE to the lowest compared entry with this formula, charge and spin in eV: 0.3474
DFT total energy in eV: -98626.728

ORCA input file:
```
! RIJCOSX wB97M-V def2-TZVPD def2/J DEFGRID3
* xyz 0 1
C -1.092 2.218 1.201
C -0.304 1.848 -0.039
C -0.076 0.570 -0.404
C 0.605 0.221 -1.568
C 1.139 -0.828 -2.130
S 1.724 -1.840 -3.157
O -0.635 -0.292 0.484
C -0.697 -1.655 0.230
C -0.789 -2.647 1.475
Br 0.911 -2.839 2.534
N -0.024 2.917 -0.911
O 0.715 2.772 -1.919
O -0.641 3.974 -0.771
H -2.079 1.680 1.131
H -0.512 1.739 1.931
H -1.060 3.334 1.155
H 0.924 1.131 -2.099
H -1.591 -1.976 -0.393
H 0.205 -2.004 -0.377
H -1.056 -3.646 1.111
H -1.519 -2.434 2.259
F 2.831 -1.150 -0.329
H 3.019 -1.094 0.587
*
```

These are the Löwdin partial charges, in e, on atoms 1 to 2:
1 C 0.011
2 C -0.156

***

(5)
Below is an isolated molecule of C7H9Cl at a distorted geometry, with properties calculated with ωB97M-V with the def2-TZVPD basis set.

Results
ΔE to the lowest compared entry with this formula, charge and spin in eV: 2.8803
DFT total energy in eV: -19923.776

ORCA input file:
```
! RIJCOSX wB97M-V def2-TZVPD def2/J DEFGRID3
* xyz 0 1
C 1.432 1.928 2.050
C 1.164 1.076 1.248
C 0.908 -0.048 0.311
Cl 2.399 -0.938 -0.228
C -0.406 -0.778 0.308
C -0.483 -2.288 0.078
C -0.146 0.142 -0.817
C -0.961 1.442 -1.127
H 1.759 2.657 2.665
H -1.041 -0.283 0.988
H 0.168 -2.449 -0.714
H -1.471 -2.495 -0.186
H -0.267 -2.825 0.930
H 0.138 -0.423 -1.843
H -0.162 1.865 -1.670
H -1.202 2.029 -0.295
H -1.830 1.389 -1.698
*
```

These are the Löwdin partial charges, in e, on atoms 1 to 2:
1 C 0.141
2 C -0.108

***

(6)
Below is a structure of composition C7H9Cl2CoNO4Sc at a distorted geometry, with properties calculated with ωB97M-V with the def2-TZVPD basis set.

Results
<S²>: 6.014
DFT total energy in eV: -100407.666

ORCA input file:
```
! RIJCOSX wB97M-V def2-TZVPD def2/J DEFGRID3
* xyz 4 5
Sc -1.067 -1.372 -3.080
Co -0.618 1.381 0.568
Cl 0.220 -2.863 -1.940
Cl -1.776 0.471 -1.275
C 0.996 1.604 -0.152
C -0.191 -2.008 -4.995
C 0.372 0.223 -3.357
O 2.063 1.230 -0.441
O 0.461 -2.440 -5.850
O 1.130 1.097 -3.416
C -1.197 -2.300 4.456
N -1.631 -1.248 3.550
C -2.998 -0.778 3.623
C -0.817 -0.652 2.676
C 0.564 -1.143 2.411
O -1.309 0.357 2.059
H -2.048 -2.554 5.089
H -0.362 -1.962 5.089
H -0.867 -3.196 3.909
H -3.041 0.304 3.785
H -3.543 -1.020 2.702
H -3.467 -1.295 4.459
H 0.625 -1.602 1.413
H 1.275 -0.308 2.436
H 0.875 -1.881 3.157
*
```

These are the Löwdin partial charges, in e, on atoms 1 to 2:
1 Sc 0.712
2 Co 0.818

***

(7)
Below is a cluster of 2 separate species, C7H9Cl3NSi in total at a distorted geometry, with properties calculated with ωB97M-V with the def2-TZVPD basis set.

Results
ΔE to the lowest compared entry with this formula, charge and spin in eV: 0.8402
DFT total energy in eV: -54335.145

ORCA input file:
```
! RIJCOSX wB97M-V def2-TZVPD def2/J DEFGRID3
* xyz 1 1
C 1.304 2.639 0.428
C 2.001 1.684 -0.213
C -0.055 2.430 0.739
C 1.437 0.453 -0.519
C -0.635 1.191 0.459
C 0.053 0.201 -0.243
C -0.492 -1.111 -0.510
N -1.839 -1.078 -1.002
Si -0.120 -2.510 0.776
Cl 1.605 -3.347 0.284
Cl 0.186 -1.512 2.543
Cl -1.825 -3.594 0.735
H 1.828 3.629 0.535
H 3.019 1.953 -0.631
H -0.617 3.033 1.345
H 1.903 -0.303 -1.070
H -1.257 0.884 1.199
H 0.432 -1.487 -1.646
H -2.126 -0.866 -1.935
H -2.379 -0.352 -0.412
H -2.424 -1.937 -0.863
*
```

These are the Löwdin partial charges, in e, on atoms 1 to 2:
1 C -0.063
2 C -0.076

***

(8)
Below is a structure of composition C7H9ClF2NO12V at a distorted geometry, with properties calculated with ωB97M-V with the def2-TZVPD basis set.

Results
<S²>: 3.768
DFT total energy in eV: -77087.581

ORCA input file:
```
! RIJCOSX wB97M-V def2-TZVPD def2/J DEFGRID3
* xyz 1 4
V 0.869 0.760 3.863
Cl 1.897 -0.146 1.127
O 1.220 1.135 1.466
O 1.690 -0.573 -0.212
O 3.292 0.023 1.435
O 1.279 -1.006 2.110
C 2.279 -4.045 0.321
N 1.947 -5.458 -0.068
O 2.527 -6.293 0.619
O 1.307 -5.726 -1.059
H 3.016 -4.061 1.114
H 1.394 -3.593 0.768
H 2.615 -3.531 -0.575
C -1.629 -1.349 -0.605
C -1.012 -1.612 -1.958
O -1.048 -0.361 -2.576
C -1.608 0.580 -1.767
O -1.885 1.668 -2.138
O -2.056 0.016 -0.628
F -1.870 -2.451 -2.627
H -0.836 -1.318 0.157
H -2.349 -2.054 -0.202
H -0.043 -2.097 -1.906
C -1.721 3.443 0.425
C -0.856 4.172 -0.625
O -0.064 5.004 0.190
C -0.622 5.078 1.444
O -0.180 5.651 2.384
O -1.722 4.314 1.507
F -1.630 4.912 -1.464
H -1.166 2.532 0.712
H -2.613 3.052 -0.061
H -0.420 3.333 -1.171
*
```

These are the Löwdin partial charges, in e, on atoms 1 to 2:
1 V 1.574
2 Cl 0.697

***

- Among the records above, which one has the highest DFT total energy?
  C7H9BO4